[1]
{"formula": "C5H14N2", "method": "wB97M-V/def2-TZVPD", "s_squared": 0.76, "orbital_gap_ev": [12.4, 5.5], "multiplicity": 2, "charge": 1, "de_lowest_kcal_mol": 59.4, "symbols": ["N", "C", "C", "C", "C", "C", "N", "H", "H", "H", "H", "H", "H", "H", "H", "H", "H", "H", "H", "H", "H"], "positions_angstrom": [[-1.637, 1.204, -0.709], [-0.847, 0.052, -0.036], [0.105, 0.498, 1.168], [1.051, 1.596, 0.750], [1.014, -0.720, 1.679], [-0.102, -0.915, -0.981], [-0.957, -1.350, -2.186], [-1.792, 0.935, -1.696], [-0.977, 1.894, -1.104], [-1.644, -0.489, 0.500], [-0.623, 0.702, 1.937], [0.521, 2.536, 0.452], [1.765, 1.993, 1.495], [1.497, 1.268, -0.197], [1.398, -0.507, 2.701], [0.473, -1.675, 1.767], [1.705, -0.779, 0.847], [0.865, -0.543, -1.295], [0.018, -1.771, -0.300], [-0.297, -1.766, -2.867], [-1.535, -2.163, -1.926]], "lowdin_spin": [0.435, 0.085, 0.009, 0.000, 0.011, 0.129, 0.224, 0.022, 0.014, 0.008, 0.007, 0.000, 0.000, 0.001, 0.000, 0.002, 0.002, 0.002, 0.037, 0.009, 0.004]}

---

[2]
{"formula": "C34H54F5NO5P", "method": "wB97M-V/def2-TZVPD", "orbital_gap_ev": 6.8, "charge": -1, "symbols": ["C", "C", "P", "C", "C", "C", "C", "C", "C", "C", "C", "C", "C", "C", "C", "C", "C", "C", "C", "C", "C", "C", "O", "O", "C", "C", "C", "C", "C", "C", "C", "C", "C", "C", "O", "C", "F", "F", "F", "N", "C", "O", "F", "C", "O", "F", "H", "H", "H", "H", "H", "H", "H", "H", "H", "H", "H", "H", "H", "H", "H", "H", "H", "H", "H", "H", "H", "H", "H", "H", "H", "H", "H", "H", "H", "H", "H", "H", "H", "H", "H", "H", "H", "H", "H", "H", "H", "H", "H", "H", "H", "H", "H", "H", "H", "H", "H", "H", "H", "H"], "positions_angstrom": [[1.745, 2.053, 4.096], [1.028, 2.605, 2.893], [1.372, 2.337, 1.030], [-0.117, 3.496, 0.688], [-0.760, 3.678, -0.746], [-2.367, 4.120, -0.593], [-3.306, 2.825, -0.946], [-3.857, 2.761, -2.489], [-3.750, 1.282, -3.196], [-4.755, 0.143, -2.561], [-3.957, -1.247, -2.091], [-4.830, -2.072, -0.962], [-4.420, -3.653, -0.804], [-2.962, -3.897, -0.058], [-2.552, -5.495, 0.072], [-0.941, -5.761, 0.254], [-0.348, -5.368, 1.731], [1.215, -4.826, 1.698], [2.714, 1.027, 1.437], [4.200, 1.639, 1.850], [5.188, 0.282, 1.891], [6.756, 0.760, 1.966], [7.350, 0.843, 3.181], [7.412, 1.120, 0.689], [1.810, 2.042, -0.814], [1.418, 0.711, -1.614], [-0.022, 0.113, -2.111], [-0.261, -1.271, -2.980], [1.032, -2.183, -3.482], [2.509, -1.611, -3.045], [3.870, -2.433, -3.556], [2.689, -0.247, -2.163], [0.110, 0.910, 1.101], [-0.634, 0.460, 2.451], [-1.802, 1.217, 2.920], [-1.375, -0.994, 2.005], [-2.251, -1.312, 3.195], [-2.293, -0.833, 0.859], [-0.414, -2.112, 1.903], [2.490, 3.713, 1.153], [2.511, 4.577, 2.342], [3.591, 4.513, 3.176], [1.596, 5.700, 2.737], [2.576, 4.674, 0.045], [3.672, 4.611, -0.767], [1.716, 5.864, -0.260], [2.383, 2.803, 4.769], [1.788, 0.906, 4.375], [0.148, 3.355, 3.198], [0.014, 4.597, 1.136], [-1.003, 3.074, 1.375], [-0.264, 4.621, -1.285], [-0.748, 2.822, -1.525], [-2.577, 4.945, -1.428], [-2.601, 4.637, 0.430], [-2.709, 1.844, -0.682], [-4.239, 2.875, -0.222], [-3.327, 3.520, -3.230], [-5.007, 3.080, -2.470], [-4.071, 1.412, -4.328], [-2.617, 0.943, -3.223], [-5.426, 0.526, -1.681], [-5.513, -0.224, -3.407], [-3.827, -1.990, -3.015], [-2.885, -1.009, -1.671], [-4.802, -1.577, 0.110], [-5.961, -2.046, -1.302], [-4.504, -4.268, -1.818], [-5.231, -4.136, -0.076], [-2.098, -3.305, -0.595], [-3.053, -3.491, 1.059], [-3.157, -6.043, 0.930], [-2.868, -6.025, -0.939], [-0.377, -5.231, -0.644], [-0.778, -6.935, 0.131], [-0.360, -6.340, 2.409], [-1.099, -4.614, 2.219], [1.998, -5.678, 1.876], [1.294, -3.996, 2.522], [1.370, -4.290, 0.657], [2.357, 0.199, 2.224], [3.014, 0.327, 0.515], [4.691, 2.312, 1.033], [4.267, 2.038, 2.945], [4.891, -0.248, 2.918], [4.982, -0.456, 1.009], [7.178, 0.372, 0.032], [1.581, 2.886, -1.580], [3.012, 2.065, -0.785], [-0.983, 0.703, -1.803], [-1.336, -1.664, -3.288], [0.929, -3.182, -4.117], [4.733, -2.416, -2.765], [4.270, -1.811, -4.493], [3.618, -3.509, -3.957], [3.812, 0.071, -1.911], [0.718, -0.087, 0.832], [-0.752, 1.135, 0.322], [0.061, 0.049, 3.331], [-1.529, 1.694, 3.758]], "lowdin_charge": [-0.035, -0.250, 0.520, -0.301, -0.237, -0.196, -0.211, -0.220, -0.217, -0.199, -0.215, -0.232, -0.227, -0.214, -0.233, -0.238, -0.259, -0.142, -0.275, -0.182, -0.130, -0.284, -0.051, -0.025, -0.263, -0.133, -0.033, -0.056, -0.055, -0.204, -0.138, 0.002, -0.251, -0.256, -0.072, -0.193, -0.036, 0.006, 0.002, -0.089, -0.259, -0.029, -0.031, -0.227, -0.006, -0.019, 0.083, 0.063, 0.114, 0.105, 0.093, 0.113, 0.087, 0.106, 0.110, 0.097, 0.112, 0.112, 0.113, 0.107, 0.093, 0.110, 0.111, 0.116, 0.076, 0.118, 0.108, 0.112, 0.113, 0.113, 0.113, 0.117, 0.104, 0.112, 0.107, 0.104, 0.093, 0.072, 0.065, 0.078, 0.106, 0.077, 0.119, 0.108, 0.134, 0.107, 0.128, 0.099, 0.099, 0.037, 0.066, 0.083, 0.069, 0.082, 0.071, 0.096, 0.110, 0.086, 0.154, 0.115]}

---

[3]
{"formula": "C6H3O2S", "method": "wB97M-V/def2-TZVPD", "smiles": "CC1=C(C(=O)[S-])C1=C=O", "orbital_gap_ev": 7.0, "charge": -1, "symbols": ["C", "C", "C", "C", "O", "S", "C", "C", "O", "H", "H", "H"], "positions_angstrom": [[-1.741, -0.632, -0.346], [-0.395, -0.213, 0.042], [0.902, -0.057, 0.029], [2.379, -1.116, -0.023], [3.257, -0.609, -0.680], [2.203, -2.415, 0.957], [0.144, 1.182, 0.314], [-0.089, 2.422, 0.419], [-0.415, 3.576, 0.451], [-2.114, 0.266, -0.774], [-2.351, -0.845, 0.536], [-1.781, -1.558, -0.925]], "lowdin_charge": [-0.047, -0.179, -0.019, -1.017, -0.091, 0.482, -0.144, -0.232, 0.018, 0.069, 0.079, 0.081]}